(1)
C22H25ClFN3O5S | ωB97M-V/def2-TZVPD

Calculated values
max |F|: 0.017 hartree/bohr
SMILES: O=C(CN(C[C@H]1CCCO1)C(=O)CNS(=O)(=O)c1ccc(Cl)cc1)NCc1ccc(F)cc1
lowest unoccupied orbital energy: 0.11 eV
total energy: -2352.08747 a.u.
energy relative to the best compared isomer or geometry (same formula, charge and spin): 0.00 kcal/mol

Each line ends with the natural charge from an NBO analysis.
Geometry (Å):
O (3.770, 2.114, -2.239)  -0.63
C (2.626, 2.093, -1.832)  0.66
C (2.038, 3.253, -1.018)  -0.32
N (1.536, 2.823, 0.273)  -0.43
C (2.517, 2.306, 1.202)  -0.24
C (2.543, 0.772, 1.315)  0.07
C (3.947, 0.140, 1.266)  -0.42
C (3.835, -1.060, 2.220)  -0.44
C (2.400, -0.950, 2.766)  -0.07
O (2.022, 0.396, 2.577)  -0.55
C (0.208, 2.867, 0.495)  0.68
O (-0.578, 3.358, -0.301)  -0.66
C (-0.339, 2.261, 1.788)  -0.36
N (-1.631, 1.666, 1.479)  -0.82
S (-1.418, 0.255, 0.590)  2.31
O (-0.847, -0.739, 1.443)  -0.93
O (-0.708, 0.511, -0.643)  -0.98
C (-3.115, -0.147, 0.215)  -0.36
C (-3.824, -0.958, 1.081)  -0.16
C (-5.154, -1.235, 0.817)  -0.23
C (-5.748, -0.689, -0.315)  -0.01
Cl (-7.402, -1.030, -0.647)  0.03
C (-5.032, 0.124, -1.184)  -0.25
C (-3.703, 0.397, -0.912)  -0.11
N (1.756, 1.101, -2.074)  -0.63
C (2.135, -0.073, -2.835)  -0.26
C (2.419, -1.263, -1.951)  0.03
C (1.393, -1.834, -1.207)  -0.22
C (1.636, -2.915, -0.380)  -0.28
C (2.920, -3.425, -0.318)  0.38
F (3.170, -4.485, 0.485)  -0.33
C (3.961, -2.879, -1.046)  -0.29
C (3.701, -1.789, -1.859)  -0.21
H (1.198, 3.690, -1.566)  0.26
H (2.818, 4.008, -0.886)  0.22
H (3.491, 2.659, 0.858)  0.23
H (2.336, 2.709, 2.202)  0.22
H (1.918, 0.328, 0.524)  0.19
H (4.210, -0.149, 0.252)  0.23
H (4.688, 0.851, 1.630)  0.20
H (3.988, -2.008, 1.712)  0.22
H (4.559, -0.981, 3.029)  0.21
H (2.317, -1.169, 3.830)  0.19
H (1.716, -1.599, 2.205)  0.18
H (0.290, 1.477, 2.204)  0.27
H (-0.488, 3.050, 2.532)  0.24
H (-2.149, 2.321, 0.897)  0.41
H (-3.320, -1.363, 1.943)  0.25
H (-5.728, -1.866, 1.476)  0.24
H (-5.512, 0.535, -2.058)  0.24
H (-3.111, 1.018, -1.566)  0.24
H (0.844, 1.089, -1.631)  0.44
H (3.029, 0.195, -3.403)  0.24
H (1.320, -0.311, -3.525)  0.21
H (0.399, -1.419, -1.258)  0.23
H (0.848, -3.355, 0.210)  0.23
H (4.951, -3.301, -0.970)  0.23
H (4.504, -1.344, -2.427)  0.22

---

(2)
C8H9PS2 | ωB97M-V/def2-TZVPD

Calculated values
max |F|: 0.107 hartree/bohr
lowest unoccupied orbital energy: -1.10 eV
total energy: -1447.90317 a.u.
energy relative to the best compared isomer or geometry (same formula, charge and spin): 25.66 kcal/mol

Each line ends with the natural charge from an NBO analysis.
Geometry (Å):
C (0.184, -1.087, 2.459)  -0.18
C (1.169, -1.658, 1.769)  -0.22
C (-0.549, -0.075, 1.837)  -0.20
C (1.674, -1.210, 0.597)  -0.17
C (-0.264, 0.179, 0.530)  0.03
C (0.913, -0.287, -0.075)  -0.44
C (-1.245, 0.908, -0.366)  -0.48
C (-0.473, 1.464, -1.517)  -0.61
P (1.226, 0.499, -1.618)  0.88
S (-0.115, 3.197, -1.149)  -0.02
S (-0.170, -1.492, -2.843)  -0.47
H (-0.071, -1.241, 3.535)  0.22
H (1.719, -2.454, 2.383)  0.21
H (-1.371, 0.391, 2.214)  0.21
H (2.575, -1.747, 0.251)  0.23
H (-2.063, 0.263, -0.780)  0.24
H (-1.630, 1.754, 0.228)  0.23
H (-0.837, 1.246, -2.542)  0.26
H (-1.382, 3.602, -1.436)  0.13
H (0.709, -2.254, -3.477)  0.13

---

(3)
C33H77N11O11 | ωB97M-V/def2-TZVPD

Calculated values
max |F|: 0.044 hartree/bohr
SMILES: CN(C)C=O.CN(C)C=O.CN(C)C=O.CN(C)C=O.CN(C)C=O.CN(C)C=O.CN(C)C=O.CN(C)C=O.CN(C)C=O.CN(C)C=O.CN(C)C=O
lowest unoccupied orbital energy: 0.19 eV
total energy: -2733.49180 a.u.
energy relative to the best compared isomer or geometry (same formula, charge and spin): 171.74 kcal/mol

Each line ends with the Löwdin charge.
Geometry (Å):
C (-7.206, -21.914, -22.030)  -0.06
N (-8.359, -21.117, -21.692)  -0.20
C (-9.171, -20.569, -22.749)  -0.05
C (-8.709, -20.959, -20.395)  -0.33
O (-9.718, -20.422, -20.012)  0.02
H (-6.700, -22.170, -21.097)  0.08
H (-6.521, -21.407, -22.701)  0.09
H (-7.550, -22.877, -22.412)  0.09
H (-9.784, -21.296, -23.285)  0.09
H (-9.833, -19.800, -22.343)  0.08
H (-8.541, -19.968, -23.417)  0.09
H (-7.939, -21.322, -19.698)  0.12
C (-9.802, -25.485, -16.364)  -0.06
N (-8.828, -25.420, -15.328)  -0.16
C (-9.191, -26.004, -14.044)  -0.03
C (-7.543, -25.072, -15.522)  -0.34
O (-6.618, -24.980, -14.724)  -0.01
H (-10.309, -26.465, -16.387)  0.09
H (-9.414, -25.381, -17.371)  0.10
H (-10.683, -24.873, -16.175)  0.06
H (-8.362, -26.220, -13.384)  0.06
H (-9.946, -25.402, -13.532)  0.09
H (-9.621, -26.994, -14.250)  0.09
H (-7.277, -24.854, -16.577)  0.13
C (-5.609, -16.518, -14.339)  -0.04
N (-6.391, -15.472, -13.722)  -0.19
C (-5.678, -14.493, -12.903)  -0.04
C (-7.682, -15.327, -14.031)  -0.35
O (-8.214, -15.969, -14.909)  0.00
H (-4.701, -16.694, -13.772)  0.09
H (-5.427, -16.235, -15.386)  0.10
H (-6.121, -17.466, -14.499)  0.05
H (-5.312, -15.053, -12.036)  0.09
H (-4.762, -14.146, -13.387)  0.09
H (-6.355, -13.678, -12.683)  0.09
H (-8.204, -14.508, -13.530)  0.14
C (-8.031, -18.388, -11.987)  -0.04
N (-9.342, -17.826, -11.796)  -0.17
C (-10.437, -18.519, -12.490)  -0.03
C (-9.572, -16.697, -11.119)  -0.36
O (-8.721, -15.975, -10.622)  -0.02
H (-7.240, -17.681, -11.754)  0.09
H (-7.849, -18.601, -13.044)  0.05
H (-7.982, -19.352, -11.480)  0.09
H (-10.464, -19.587, -12.237)  0.06
H (-11.416, -18.081, -12.372)  0.09
H (-10.043, -18.594, -13.519)  0.08
H (-10.588, -16.291, -11.230)  0.13
C (-9.222, -23.415, -10.948)  -0.02
N (-8.010, -23.343, -11.752)  -0.17
C (-7.012, -24.346, -11.479)  -0.06
C (-7.841, -22.354, -12.656)  -0.29
O (-8.682, -21.485, -12.850)  -0.02
H (-8.955, -23.303, -9.895)  0.09
H (-9.672, -24.396, -11.124)  0.09
H (-9.936, -22.634, -11.178)  0.07
H (-7.322, -25.307, -11.907)  0.06
H (-6.023, -24.056, -11.805)  0.07
H (-6.995, -24.645, -10.424)  0.09
H (-6.871, -22.384, -13.171)  0.12
C (-13.990, -23.215, -13.196)  -0.05
N (-12.648, -22.728, -13.472)  -0.18
C (-12.098, -23.004, -14.783)  -0.07
C (-12.134, -21.683, -12.782)  -0.37
O (-12.511, -21.307, -11.703)  0.03
H (-14.375, -22.796, -12.270)  0.08
H (-13.848, -24.267, -12.902)  0.09
H (-14.717, -23.170, -14.001)  0.09
H (-11.018, -22.858, -14.749)  0.07
H (-12.234, -24.043, -15.076)  0.08
H (-12.491, -22.336, -15.544)  0.08
H (-11.326, -21.197, -13.353)  0.12
C (-2.223, -22.243, -15.314)  -0.04
N (-3.072, -22.991, -14.414)  -0.18
C (-2.623, -24.292, -13.992)  -0.07
C (-4.173, -22.444, -13.829)  -0.32
O (-4.599, -21.313, -14.064)  -0.02
H (-1.321, -21.796, -14.886)  0.09
H (-2.861, -21.451, -15.684)  0.05
H (-1.890, -22.951, -16.067)  0.09
H (-3.101, -25.110, -14.545)  0.09
H (-1.543, -24.409, -14.072)  0.09
H (-2.837, -24.544, -12.947)  0.09
H (-4.625, -23.192, -13.152)  0.11
C (-7.431, -19.443, -15.521)  -0.05
N (-7.960, -20.585, -16.265)  -0.15
C (-7.079, -21.621, -16.723)  -0.04
C (-9.291, -20.787, -16.287)  -0.35
O (-9.777, -21.840, -16.600)  0.01
H (-8.018, -18.520, -15.543)  0.06
H (-6.466, -19.090, -15.872)  0.06
H (-7.425, -19.879, -14.520)  0.07
H (-7.684, -22.399, -17.183)  0.07
H (-6.435, -21.298, -17.551)  0.08
H (-6.434, -22.058, -15.959)  0.08
H (-9.787, -19.832, -16.071)  0.13
C (-4.134, -19.051, -17.595)  -0.05
N (-4.026, -19.635, -18.920)  -0.19
C (-4.483, -18.755, -20.000)  -0.05
C (-3.523, -20.867, -19.165)  -0.32
O (-3.243, -21.630, -18.242)  -0.01
H (-3.206, -18.456, -17.535)  0.10
H (-4.069, -19.722, -16.743)  0.07
H (-4.968, -18.373, -17.434)  0.08
H (-4.564, -19.302, -20.941)  0.08
H (-5.527, -18.491, -19.814)  0.08
H (-3.812, -17.900, -20.078)  0.09
H (-3.399, -21.110, -20.229)  0.13
C (-9.988, -17.128, -17.511)  -0.07
N (-10.063, -16.066, -18.499)  -0.17
C (-9.802, -16.485, -19.835)  -0.06
C (-10.804, -14.973, -18.214)  -0.36
O (-11.265, -14.156, -18.981)  0.02
H (-10.392, -18.039, -17.949)  0.05
H (-10.513, -16.963, -16.577)  0.09
H (-8.944, -17.365, -17.290)  0.08
H (-9.714, -15.636, -20.510)  0.09
H (-8.952, -17.154, -19.936)  0.08
H (-10.656, -17.035, -20.252)  0.08
H (-10.896, -14.817, -17.123)  0.14
C (-12.574, -19.018, -18.695)  -0.07
N (-12.908, -18.463, -17.405)  -0.20
C (-12.993, -19.484, -16.366)  -0.05
C (-13.626, -17.312, -17.214)  -0.33
O (-14.514, -17.160, -16.402)  0.03
H (-12.250, -18.203, -19.359)  0.08
H (-13.358, -19.617, -19.157)  0.10
H (-11.611, -19.534, -18.648)  0.06
H (-13.743, -20.230, -16.675)  0.09
H (-12.091, -20.083, -16.271)  0.06
H (-13.386, -18.991, -15.481)  0.09
H (-13.266, -16.535, -17.919)  0.13

---

(4)
CH3I3N2O2S | ωB97M-V/def2-TZVPD

Calculated values
max |F|: 0.103 hartree/bohr
lowest unoccupied orbital energy (alpha / beta): -1.13 / -3.65 eV
2S+1: 3
total energy: -1590.92749 a.u.
energy relative to the best compared isomer or geometry (same formula, charge and spin): 88.63 kcal/mol

Each line ends with the Löwdin spin population.
Geometry (Å):
C (1.699, -0.405, -2.097)  0.12
N (-0.566, 0.997, 0.678)  0.00
N (1.383, -0.017, -0.844)  0.42
O (-1.083, -0.021, -1.463)  0.04
O (0.166, 2.098, -1.371)  0.01
S (-0.110, 0.820, -0.867)  0.02
I (3.381, -1.655, -2.270)  0.05
I (1.410, 0.751, -3.879)  0.15
I (2.813, 1.226, 0.149)  0.77
H (0.424, -1.556, -2.256)  0.42
H (-0.770, 0.065, 1.102)  0.00
H (0.304, 1.391, 1.229)  0.00